{
  "formula": "C26H26AsFeN5O2S",
  "method": "wB97M-V/def2-TZVPD",
  "energy_ev": -144991.905,
  "max_force_ev_per_a": 0.6,
  "spin_multiplicity": 5,
  "homo_energy_ev": [-6.70, -6.81],
  "e_lumo_ev": [-0.61, -0.55],
  "symbols": ["Fe", "C", "C", "C", "C", "C", "C", "N", "C", "C", "C", "C", "C", "C", "N", "N", "C", "C", "C", "C", "C", "N", "H", "H", "H", "H", "H", "H", "H", "H", "H", "H", "H", "H", "H", "O", "C", "O", "C", "C", "C", "C", "C", "N", "H", "H", "H", "H", "C", "As", "C", "C", "S", "H", "H", "H", "H", "H", "H", "H", "H", "H"],
  "coordinates": [[-0.060823, -0.084883, 1.219772], [-2.612523, 0.338149, -3.777421], [-2.713583, -0.714057, -2.875251], [-2.405881, -0.527747, -1.536793], [-2.001068, 0.725425, -1.060083], [-1.900336, 1.779903, -1.977275], [-2.205307, 1.583621, -3.314008], [-1.648387, 0.853973, 0.279318], [-2.023526, 1.959065, 0.972490], [-3.226061, 2.678241, 0.726288], [-3.585644, 3.742132, 1.508234], [-2.787081, 4.183521, 2.583185], [-1.616052, 3.526949, 2.846362], [-1.229822, 2.439371, 2.045046], [-0.055439, 1.748595, 2.224649], [0.780811, 2.089110, 3.096015], [1.878930, 1.191718, 3.123307], [2.938717, 1.510227, 3.967784], [4.005744, 0.637318, 4.035631], [3.981728, -0.522158, 3.266929], [2.887111, -0.753388, 2.455195], [1.855955, 0.083809, 2.376351], [-2.862870, 0.194865, -4.820676], [-3.050370, -1.687678, -3.212212], [-2.507367, -1.339454, -0.826044], [-1.566565, 2.750411, -1.633161], [-2.123541, 2.416644, -4.003078], [-3.872548, 2.340939, -0.072026], [-4.523405, 4.247222, 1.310498], [-3.108131, 5.016775, 3.192309], [-0.969622, 3.817465, 3.662889], [2.893107, 2.421187, 4.545416], [4.846025, 0.851405, 4.682624], [4.790266, -1.238246, 3.298929], [2.822954, -1.643129, 1.839609], [-3.084804, -1.822129, 2.315754], [-1.870232, -1.710371, 2.328935], [-1.113817, -0.855942, 2.905649], [-1.049950, -2.731780, 1.535904], [-1.258111, -4.100931, 1.645457], [-0.394887, -4.958849, 0.990222], [0.636809, -4.430859, 0.218952], [0.749942, -3.057742, 0.133017], [-0.074915, -2.227618, 0.773551], [-2.082861, -4.458241, 2.245283], [-0.515125, -6.030945, 1.078641], [1.334399, -5.069679, -0.304127], [1.523498, -2.583300, -0.462099], [1.580261, 1.312841, -4.093115], [1.887265, 0.014444, -2.703497], [0.834857, -1.512785, -3.225221], [3.721787, -0.553528, -2.909346], [1.496554, 0.834818, -0.826320], [1.894062, 0.919173, -5.059243], [2.135638, 2.216874, -3.852074], [0.514260, 1.536604, -4.101058], [0.953954, -1.662624, -4.298527], [-0.208309, -1.314155, -2.988367], [1.173339, -2.398715, -2.691233], [3.925665, -0.813326, -3.947494], [3.895089, -1.418022, -2.270845], [4.370234, 0.259487, -2.589597]],
  "forces_ev_per_angstrom": [[0.14, -0.24, -0.29], [-0.02, -0.04, -0.01], [-0.02, -0.02, -0.03], [-0.01, 0.07, 0.03], [-0.18, -0.31, -0.02], [0.02, -0.05, 0.03], [0.00, 0.03, -0.02], [0.30, 0.44, 0.37], [-0.26, -0.02, -0.27], [0.04, 0.01, -0.06], [-0.02, -0.05, -0.05], [0.14, -0.06, 0.05], [-0.14, 0.12, 0.00], [0.24, 0.01, 0.19], [-0.05, 0.11, 0.04], [0.11, -0.14, -0.03], [-0.19, 0.22, 0.07], [0.04, -0.15, -0.08], [-0.05, 0.00, -0.03], [0.00, -0.02, -0.01], [0.05, 0.01, -0.02], [-0.16, 0.08, 0.11], [0.00, 0.00, 0.00], [0.01, 0.01, -0.01], [-0.01, 0.00, 0.01], [0.01, 0.01, 0.03], [-0.01, 0.00, -0.01], [-0.02, 0.01, -0.01], [-0.01, -0.01, -0.02], [0.01, 0.00, 0.01], [0.00, 0.00, 0.00], [-0.02, 0.02, 0.00], [0.01, -0.01, 0.00], [0.01, 0.01, 0.00], [0.01, -0.01, 0.01], [0.06, -0.08, 0.21], [0.01, -0.18, 0.00], [-0.13, 0.24, -0.40], [-0.06, -0.18, -0.05], [-0.02, -0.02, -0.11], [0.00, 0.03, 0.00], [-0.04, 0.03, 0.00], [-0.04, 0.03, -0.13], [0.19, 0.11, 0.31], [-0.01, 0.01, 0.01], [0.00, -0.01, 0.00], [0.01, 0.00, 0.00], [0.00, -0.01, 0.04], [0.01, -0.01, 0.02], [-0.14, -0.01, -0.10], [0.05, 0.01, -0.03], [-0.01, 0.03, 0.00], [0.20, -0.02, 0.23], [-0.01, 0.00, 0.00], [0.01, -0.01, 0.00], [0.01, -0.02, 0.01], [-0.01, -0.03, 0.01], [-0.01, 0.03, 0.01], [-0.01, 0.03, -0.01], [-0.01, -0.01, 0.00], [-0.01, 0.01, 0.01], [-0.01, 0.00, -0.01]]
}

{
  "formula": "C31H25BrN7O3SeY",
  "method": "wB97M-V/def2-TZVPD",
  "charge": 2,
  "energy_ev": -185546.532,
  "max_force_ev_per_a": 2.6,
  "homo_energy_ev": -11.95,
  "e_lumo_ev": -6.30,
  "symbols": ["Y", "C", "O", "C", "C", "O", "C", "H", "H", "H", "H", "H", "H", "H", "H", "H", "H", "Br", "C", "C", "C", "C", "C", "C", "N", "N", "C", "C", "C", "C", "O", "C", "N", "C", "C", "C", "C", "H", "H", "H", "H", "H", "H", "H", "H", "H", "Se", "N", "C", "C", "C", "C", "C", "N", "C", "C", "N", "C", "C", "C", "C", "C", "N", "H", "H", "H", "H", "H", "H"],
  "coordinates": [[0.164733, -1.038229, 0.930206], [3.388533, -0.305129, 1.957106], [2.105833, -0.663429, 2.491506], [1.775333, 0.106171, 3.645806], [0.909533, 1.314471, 3.284706], [-0.247767, 0.851971, 2.571306], [-1.201467, 1.904671, 2.409406], [4.145833, -0.356529, 2.743206], [3.377833, 0.699071, 1.521706], [3.619933, -1.033129, 1.182006], [2.680133, 0.445871, 4.162706], [1.224933, -0.555729, 4.322506], [1.470033, 2.024271, 2.659406], [0.598033, 1.822071, 4.206306], [-1.402067, 2.391171, 3.368106], [-2.126267, 1.460071, 2.042606], [-0.839967, 2.653271, 1.695606], [0.545333, 7.958871, -0.265094], [0.800133, 6.691171, -1.650794], [0.106033, 6.819671, -2.851094], [0.270033, 5.871671, -3.837394], [1.095233, 4.760971, -3.611494], [1.827233, 4.671571, -2.417094], [1.690333, 5.639371, -1.450394], [1.211333, 3.838171, -4.626594], [1.517633, 2.665871, -4.497594], [1.536033, 1.823371, -3.434094], [2.620933, 0.955571, -3.280394], [2.686133, 0.040671, -2.248794], [1.650733, -0.078729, -1.314394], [1.698333, -0.917029, -0.304194], [0.482233, 0.731171, -1.502394], [-0.558367, 0.519271, -0.632394], [-1.693367, 1.169171, -0.853094], [-1.881667, 2.050271, -1.916494], [-0.841567, 2.290871, -2.788394], [0.391233, 1.654571, -2.584994], [-0.540767, 7.668271, -3.010294], [-0.252767, 5.956771, -4.777494], [2.541033, 3.871771, -2.286294], [2.276633, 5.592471, -0.546994], [3.448933, 1.050671, -3.963094], [3.543733, -0.605029, -2.145794], [-2.515867, 0.959971, -0.176194], [-2.841767, 2.522771, -2.049594], [-0.993367, 2.932071, -3.642894], [-3.710367, -8.014329, 1.093006], [-3.099667, -6.939529, 2.328306], [-2.527067, -5.893329, 1.760306], [-1.942967, -4.795329, 2.472106], [-1.923767, -4.744829, 3.870906], [-1.387967, -3.631729, 4.478706], [-0.886367, -2.605729, 3.682806], [-0.859067, -2.637529, 2.351706], [-1.386067, -3.727129, 1.736706], [-1.372567, -3.767229, 0.281806], [-0.788767, -2.734929, -0.370394], [-0.740167, -2.769029, -1.699194], [-1.281867, -3.799829, -2.462794], [-1.910067, -4.843629, -1.820094], [-1.951667, -4.846829, -0.419694], [-2.549767, -5.911729, 0.331306], [-3.144967, -6.969529, -0.189594], [-2.336467, -5.571129, 4.428806], [-1.354567, -3.542529, 5.552506], [-0.500367, -1.710429, 4.152306], [-0.242867, -1.940029, -2.189094], [-1.202167, -3.771029, -3.538094], [-2.363367, -5.659829, -2.360694]],
  "forces_ev_per_angstrom": [[-0.62, 0.87, 2.41], [0.55, -0.18, -0.35], [-0.40, 0.13, -0.02], [-0.55, 0.35, 0.29], [0.63, -0.28, 0.15], [0.27, -0.34, -0.05], [-0.37, 0.28, -0.12], [-0.15, -0.02, -0.01], [-0.07, -0.10, 0.05], [0.00, 0.17, 0.08], [-0.15, -0.09, -0.10], [0.12, 0.13, -0.05], [-0.16, -0.07, 0.07], [0.03, -0.06, -0.16], [0.05, -0.13, -0.07], [0.07, 0.05, 0.04], [0.00, -0.12, 0.07], [0.05, -0.14, -0.24], [-0.03, 0.01, -0.02], [0.07, 0.19, 0.43], [0.26, -0.59, -0.01], [-0.18, 0.78, 1.75], [-0.13, -0.04, -0.49], [-0.14, 0.28, 0.15], [-0.04, 0.62, -1.42], [0.10, -0.79, -1.96], [0.26, -0.93, 1.80], [-0.58, 1.06, -0.41], [-0.87, -0.38, 1.17], [0.58, 1.38, -2.08], [1.22, -0.75, -0.34], [0.70, -0.21, -0.38], [-0.38, 0.39, -0.48], [-0.03, -0.08, 0.04], [0.11, 0.08, -0.11], [-0.21, -0.15, 0.32], [0.48, -0.25, 0.14], [-0.07, 0.05, 0.00], [0.00, 0.00, -0.13], [0.03, -0.06, 0.06], [0.04, 0.03, 0.12], [0.07, 0.00, -0.18], [0.12, -0.07, 0.03], [0.03, 0.04, -0.02], [-0.07, 0.01, -0.02], [0.04, 0.12, -0.05], [0.11, 0.18, -0.01], [0.36, 0.65, 1.01], [-0.64, -1.15, -0.49], [0.39, 0.77, 0.18], [0.14, 0.28, -0.28], [0.00, 0.01, -0.11], [-0.02, -0.01, 0.22], [-0.40, -0.83, 0.28], [-0.30, -0.52, 0.63], [-0.33, -0.53, -0.67], [-0.34, -0.58, -0.11], [0.04, 0.03, -0.27], [-0.03, -0.01, 0.17], [0.15, 0.25, 0.22], [0.43, 0.77, -0.17], [-0.62, -1.10, 0.53], [0.36, 0.62, -1.04], [-0.03, -0.06, 0.09], [0.00, 0.05, 0.08], [0.03, 0.01, -0.02], [0.02, 0.03, 0.03], [0.00, 0.05, -0.06], [-0.02, -0.10, -0.06]]
}